{"formula": "C66H44O36", "method": "wB97M-V/def2-TZVPD", "symbols": ["O", "C", "C", "C", "O", "C", "O", "C", "C", "O", "H", "H", "H", "H", "O", "C", "C", "C", "O", "C", "O", "C", "C", "O", "H", "H", "H", "H", "O", "C", "C", "C", "O", "C", "O", "C", "C", "O", "H", "H", "H", "H", "O", "C", "C", "C", "O", "C", "O", "C", "C", "O", "H", "H", "H", "H", "O", "C", "C", "C", "O", "C", "O", "C", "C", "O", "H", "H", "H", "H", "O", "C", "C", "C", "O", "C", "O", "C", "C", "O", "H", "H", "H", "H", "O", "C", "C", "C", "O", "C", "O", "C", "C", "O", "H", "H", "H", "H", "O", "C", "C", "C", "C", "O", "C", "C", "H", "H", "H", "H", "O", "C", "C", "C", "C", "O", "C", "C", "H", "H", "H", "H", "O", "C", "C", "C", "C", "O", "C", "C", "H", "H", "H", "H", "O", "C", "C", "C", "C", "O", "C", "C", "H", "H", "H", "H"], "positions_angstrom": [[-2.46675, -0.28587, 7.54824], [-2.82475, -0.53642, 6.37732], [-3.31545, 0.31158, 5.36377], [-3.53929, -0.18453, 4.12947], [-3.79839, 0.50955, 3.04399], [-3.46722, -1.71188, 3.78182], [-3.63540, -1.94671, 2.56817], [-3.15169, -2.61274, 4.82993], [-2.89187, -2.02583, 6.05081], [-2.73011, -2.75759, 7.09973], [-3.34099, 1.38468, 5.54056], [-4.00643, -0.24901, 2.40805], [-3.28850, -3.68133, 4.74853], [-2.67308, -2.05959, 7.82472], [-0.25991, 0.59196, 5.65407], [0.90039, 0.49889, 5.25077], [1.75700, -0.67692, 5.16110], [3.01621, -0.49309, 4.81008], [3.98182, -1.43238, 4.72166], [3.61888, 0.84279, 4.62027], [4.83126, 0.81055, 4.39083], [2.76375, 1.97669, 4.57249], [1.53625, 1.78734, 4.95649], [0.74604, 2.75286, 5.36619], [1.39363, -1.67231, 5.40148], [4.81198, -0.90510, 4.69727], [3.22109, 2.96221, 4.47267], [-0.09858, 2.32775, 5.56847], [-1.67977, 5.08035, -7.61401], [-2.16114, 4.29290, -6.83141], [-2.95733, 4.58385, -5.66987], [-3.29919, 3.64747, -4.81633], [-3.87924, 3.84004, -3.63205], [-2.95351, 2.12708, -4.98244], [-3.25672, 1.30249, -4.06668], [-2.06995, 1.85982, -6.13237], [-1.70403, 2.84999, -6.92971], [-1.00041, 2.60313, -8.05998], [-3.10880, 5.66055, -5.49905], [-3.97344, 2.94120, -3.19322], [-1.71456, 0.89016, -6.34380], [-1.04099, 3.44747, -8.54590], [-1.65723, 3.05321, 4.66028], [-2.09781, 3.63908, 3.66867], [-3.51585, 3.75694, 3.33629], [-3.70959, 4.68836, 2.42218], [-4.96758, 5.09692, 2.11930], [-2.68098, 5.42524, 1.57185], [-3.09712, 6.16272, 0.70049], [-1.27995, 5.13606, 1.79147], [-1.06178, 4.32842, 2.80256], [0.20554, 4.12711, 3.13349], [-4.17434, 3.01305, 3.71662], [-4.84596, 5.65392, 1.30181], [-0.60695, 5.72536, 1.21796], [0.18031, 3.50793, 3.93499], [-4.77442, -6.94450, 0.87718], [-4.67958, -5.72665, 0.66552], [-5.72400, -4.74189, 0.37029], [-5.28760, -3.59028, -0.12064], [-6.10337, -2.67466, -0.69852], [-3.86268, -3.22928, -0.33126], [-3.64104, -2.07709, -0.74625], [-2.79438, -4.12474, 0.03163], [-3.19194, -5.25795, 0.66639], [-2.42004, -6.13071, 1.28259], [-6.74994, -5.00026, 0.51938], [-5.43630, -2.06904, -1.10050], [-1.82086, -3.77069, 0.14515], [-2.99960, -6.83415, 1.63104], [6.95707, -3.05960, -0.11271], [5.95435, -3.32750, -0.80866], [5.91809, -3.99675, -2.13605], [4.74358, -4.26525, -2.66710], [4.45981, -4.65948, -3.91483], [3.44393, -4.01221, -1.93935], [2.41203, -4.22532, -2.56722], [3.53935, -3.51075, -0.54052], [4.64716, -2.98359, -0.09813], [4.76267, -2.34538, 1.02071], [6.84522, -4.16423, -2.66815], [3.51581, -4.71527, -4.04792], [2.68255, -3.46056, 0.08701], [5.73490, -2.37914, 1.17244], [-1.62010, 2.34021, -1.54832], [-1.39199, 1.28924, -0.95830], [-1.49284, 1.03634, 0.42112], [-0.96833, -0.10489, 0.85362], [-0.87220, -0.36554, 2.15456], [-0.37183, -1.21444, 0.01839], [-0.20366, -2.33635, 0.52183], [-0.01557, -0.86233, -1.31266], [-0.60495, 0.27132, -1.77436], [-0.25831, 0.68893, -3.00052], [-1.78961, 1.92031, 1.05027], [-0.47923, -1.23186, 2.46897], [0.46239, -1.49280, -2.05478], [-0.72946, 1.49648, -3.26975], [1.96510, 2.83609, -2.37418], [2.07665, 2.26729, -1.31420], [1.33498, 2.73712, -0.03868], [1.44180, 2.04305, 1.09145], [2.27206, 0.82842, 1.21010], [2.13242, 0.17054, 2.20017], [3.20570, 0.52745, 0.08845], [2.97438, 1.06401, -1.09116], [0.78064, 3.69982, -0.15159], [0.99720, 2.25963, 2.02523], [3.87123, -0.32470, 0.24197], [3.53912, 0.69319, -1.87553], [-0.08687, 3.24965, -4.53670], [0.26012, 4.38142, -4.25058], [-0.15757, 5.01739, -2.99581], [0.28588, 6.24029, -2.58071], [1.33547, 7.00248, -3.34447], [1.72738, 8.13353, -3.14808], [1.83305, 6.26221, -4.60562], [1.20621, 5.17265, -5.10507], [-0.87873, 4.59138, -2.30530], [0.02168, 6.69525, -1.63724], [2.70382, 6.78333, -5.07235], [1.50453, 4.60869, -5.98472], [3.48648, -6.44938, 4.04232], [2.60754, -5.70273, 3.68539], [2.92832, -4.41652, 3.02322], [1.96317, -3.48736, 3.01633], [0.56965, -3.76790, 3.42929], [-0.31169, -2.91597, 3.38529], [0.25106, -5.14775, 3.89842], [1.18757, -6.04118, 4.01994], [3.93376, -4.22938, 2.68025], [2.20034, -2.48229, 2.64704], [-0.83093, -5.27405, 4.07950], [0.98910, -6.99064, 4.51727], [0.45746, -2.01430, -7.43168], [1.43845, -1.79028, -6.70042], [1.48621, -0.59076, -5.76863], [2.42151, -0.60110, -4.84382], [3.51622, -1.57540, -4.85755], [4.46170, -1.52823, -4.04074], [3.60493, -2.58652, -5.94059], [2.53679, -2.80509, -6.71945], [0.67503, 0.13289, -5.82853], [2.38933, -0.04109, -3.94734], [4.55996, -3.14216, -5.94994], [2.35521, -3.61712, -7.40260]], "mulliken_charge": [-0.7690, 1.0220, -0.5806, 0.0184, -0.5965, 1.1906, -0.4826, -1.1321, 0.2195, -0.6143, 0.3465, 0.2930, 0.6431, 0.4204, -0.5088, 1.1629, -0.9324, -0.3022, -0.6569, 1.3990, -0.7496, -0.7270, 0.0979, -0.7160, 0.6452, 0.3806, 0.5441, 0.3849, -0.6485, 0.8874, -0.6900, 0.1328, -0.6591, 0.9015, -0.6491, -1.1033, 0.6073, -0.5838, 0.3994, 0.3884, 0.6158, 0.3579, -0.5908, 0.9330, -1.0562, 0.2290, -0.6126, 1.0499, -0.6939, -0.5926, 0.0496, -0.6808, 0.4491, 0.3728, 0.6938, 0.3648, -0.6651, 0.6983, -1.1027, 0.2930, -0.6218, 1.2933, -0.7958, -0.6037, 0.4409, -0.5400, 0.5071, 0.4033, 0.3501, 0.3937, -0.6872, 1.0210, -1.0278, 0.1536, -0.6480, 1.1050, -0.7675, -0.2085, -0.2516, -0.3596, 0.4670, 0.4187, 0.4173, 0.4107, -0.2432, 0.8161, 0.0472, 0.5567, 1.1910, 0.4454, -0.9863, -0.7381, 0.1363, -0.2099, -0.0248, -0.7755, 0.6442, -0.3564, -0.5253, -0.3037, -0.0693, 0.5094, -0.1037, 0.2517, -0.9486, -0.1528, 0.2526, -0.0440, 0.3860, 0.7273, -0.1030, 0.1882, -0.0498, -0.8535, 0.3489, -0.5550, -0.4814, -0.5699, 0.7482, 0.5110, 0.3652, 0.4148, -0.5598, 0.0549, -0.4878, -0.0530, -0.5586, -0.1300, -0.6722, -0.5382, 0.6213, 1.0231, 0.4083, 0.4659, -0.5856, 0.4904, -0.4005, 0.1220, 0.3572, -0.6000, -0.5094, -0.5351, 0.4891, 0.3154, 0.3952, 0.4753], "e_homo_ev": -9.48, "e_lumo_ha": -0.073, "orbital_gap_ev": 7.497, "smiles": "O=C1C=C(O)C(=O)C=C1O.O=C1C=C(O)C(=O)C=C1O.O=C1C=C(O)C(=O)C=C1O.O=C1C=C(O)C(=O)C=C1O.O=C1C=C(O)C(=O)C=C1O.O=C1C=C(O)C(=O)C=C1O.O=C1C=C(O)C(=O)C=C1O.O=C1C=CC(=O)C=C1.O=C1C=CC(=O)C=C1.O=C1C=CC(=O)C=C1.O=C1C=CC(=O)C=C1", "total_energy_ha": -5249.8057, "molar_mass_g_mol": 1413.0}